A cluster of 7 separate species, C12H36ClO10 in total in a non-equilibrium geometry, computed with ωB97M-V with the def2-TZVPD basis set.

Results
Charge: -1
Kohn-Sham gap in eV: 7.5
Strongest force on any atom in eV/A: 5.066
DFT total energy in eV: -46016.1329

Geometry as XYZ:
```
59
C12H36ClO10 | OMol25 | ωB97M-V with the def2-TZVPD basis set
Cl -7.724 17.429 0.391
O -6.591 16.690 0.889
O -13.084 11.099 2.682
O -8.597 17.425 1.460
O -5.737 15.953 8.505
O -12.027 17.797 -5.948
O -7.395 18.803 0.145
O -7.342 22.722 4.577
O -13.635 9.386 -2.426
O -2.595 12.879 3.029
O -8.232 16.724 -0.745
C -11.961 15.959 -7.555
C -8.375 22.436 5.457
C -12.732 16.583 -6.350
C -12.873 12.494 2.898
C -11.806 10.775 -3.149
C -3.376 11.765 2.746
C -12.976 9.820 -3.617
C -14.193 13.054 2.304
C -6.041 16.643 7.332
C -14.179 17.045 -6.737
C -12.672 12.741 4.393
C -14.134 10.481 -4.400
H -13.571 12.678 5.006
H -13.317 10.967 1.760
H -7.498 22.158 3.816
H -10.886 15.925 -7.374
H -11.019 10.946 -3.883
H -12.004 16.478 -8.512
H -3.216 11.416 1.726
H -11.954 13.515 4.662
H -5.907 16.659 9.133
H -11.188 10.224 -2.440
H -3.091 10.983 3.450
H -14.715 17.203 -5.801
H -14.296 12.895 1.231
H -15.067 12.589 2.761
H -2.801 13.495 2.322
H -13.646 10.922 -5.269
H -14.064 18.004 -7.243
H -5.888 17.697 7.564
H -14.615 16.271 -7.368
H -12.068 12.846 2.253
H -14.910 9.773 -4.695
H -14.454 11.403 -3.916
H -9.356 22.560 4.998
H -8.338 21.430 5.876
H -14.132 14.132 2.452
H -12.710 8.925 -4.180
H -12.312 14.979 -7.880
H -12.061 11.773 -2.792
H -4.428 12.037 2.833
H -5.338 16.389 6.538
H -12.198 11.834 4.769
H -8.384 23.129 6.297
H -13.721 8.430 -2.405
H -12.826 15.875 -5.526
H -6.996 16.410 6.862
H -11.329 17.483 -5.369
```



The molecule C29H49O8PS2 in a non-equilibrium geometry, computed with ωB97M-V with the def2-TZVPD basis set.

Results
SMILES: CCOP(=O)(CCC[C@@H]1C[C@@H](S)[C@](CCCCCCCCOC(C)=O)(CCc2ccccc2)S(=O)(=O)O1)OCC
Charge: 0
Kohn-Sham gap in eV: 9.7
Strongest force on any atom in eV/A: 1.635
DFT total energy in eV: -78209.0551

Geometry as XYZ:
```
89
C29H49O8PS2 | OMol25 | ωB97M-V with the def2-TZVPD basis set
S -0.426 0.164 0.900
S -3.296 2.291 0.508
P -4.170 -5.022 4.511
O -5.455 -5.345 5.146
O -3.132 -4.293 5.471
O 0.977 -0.065 0.808
O -0.854 1.030 1.961
O 5.754 8.379 -1.649
O 6.952 10.086 -2.420
O -3.471 -6.309 3.877
O -1.175 -1.216 1.082
C -4.356 -3.903 3.123
C -3.270 -0.430 0.028
C 0.710 -3.151 -5.606
C 0.128 -1.310 -1.749
C -0.899 -0.180 -1.856
C -2.104 -5.074 6.121
C -2.641 -8.546 4.225
C 2.622 3.947 -2.218
C 6.920 9.080 -1.804
C -0.180 -3.722 -4.694
C -3.102 -3.039 2.830
C -2.621 -1.083 1.230
C 0.972 2.135 -1.429
C 0.304 -1.963 -3.106
C 5.551 7.420 -2.719
C -0.467 2.143 -0.918
C -2.648 0.883 -0.452
C 1.224 3.353 -2.350
C 1.187 -1.386 -4.033
C -3.795 -7.590 4.458
C -2.630 -5.701 7.413
C 4.080 7.429 -3.110
C 2.763 5.234 -3.065
C -1.091 0.775 -0.643
C 8.099 8.475 -1.111
C -0.380 -3.131 -3.441
C 1.386 -1.975 -5.283
C -3.148 -2.509 1.393
C 3.248 6.448 -2.255
H -2.550 -3.145 0.746
H 2.381 6.986 -1.881
H -0.605 0.426 -2.709
H 3.846 6.098 -1.423
H -3.939 -7.476 5.526
H 1.717 -0.486 -3.759
H 9.001 8.792 -1.614
H -2.998 -2.245 3.560
H 6.178 7.668 -3.571
H -5.216 -3.258 3.267
H -2.087 -6.616 7.627
H -2.599 -9.269 5.031
H 0.488 4.119 -2.107
H -0.168 -2.085 -1.051
H 8.095 8.812 -0.080
H -1.846 -0.632 -2.127
H -1.063 -3.586 -2.741
H -4.164 -2.512 1.007
H 0.885 -3.613 -6.565
H 3.498 5.031 -3.841
H 4.053 7.150 -4.160
H 8.008 7.395 -1.137
H -1.330 -4.360 6.375
H 1.027 3.076 -3.385
H 1.096 -0.921 -1.463
H -1.655 -5.792 5.443
H 1.202 1.249 -2.013
H 2.785 4.182 -1.171
H -2.254 2.651 1.258
H 1.829 5.467 -3.567
H -2.253 -3.711 2.913
H -4.716 -7.980 4.043
H -3.005 1.051 -1.463
H -1.122 2.669 -1.608
H -4.289 -0.207 0.327
H 1.693 2.190 -0.621
H -3.698 -5.874 7.348
H -2.472 -5.002 8.226
H -2.812 -0.543 2.151
H -3.305 -1.148 -0.789
H -1.705 -7.999 4.192
H -4.541 -4.483 2.224
H -0.470 2.728 -0.003
H 3.335 3.213 -2.579
H -0.695 -4.633 -4.955
H -2.746 -9.079 3.284
H 3.716 8.446 -3.031
H 5.836 6.444 -2.329
H 2.074 -1.520 -5.979
```



A structure of composition C15H22FeNO2 in a non-equilibrium geometry, computed with ωB97M-V with the def2-TZVPD basis set.

Results
Charge: +1
Kohn-Sham gap (alpha / beta) in eV: 5.6 / 5.4
Strongest force on any atom in eV/A: 5.760
2S+1: 5
DFT total energy in eV: -55871.7697

Geometry as XYZ:
```
41
C15H22FeNO2 | OMol25 | ωB97M-V with the def2-TZVPD basis set
Fe -0.523 -1.153 -1.475
O 1.997 0.400 -1.095
O 1.069 -3.173 -0.051
N 0.805 0.256 4.984
C 0.694 -1.014 5.852
C -0.284 1.467 6.921
C -1.968 -0.612 -0.206
C -0.024 -0.915 7.201
C -1.596 0.452 -1.100
C 0.462 0.740 3.051
C -2.387 -1.730 -0.990
C 0.484 -0.450 2.326
C -1.800 -0.004 -2.449
C 1.660 1.639 2.771
C 1.066 -0.204 -1.458
C 0.294 -2.628 -0.758
C 0.182 0.412 7.917
C 0.543 1.551 5.652
C -2.290 -1.372 -2.385
H -0.460 1.273 3.279
H 1.728 2.536 3.404
H -1.307 1.184 6.615
H 0.239 -1.813 5.245
H 0.330 -1.729 7.840
H 1.791 0.269 4.675
H 2.588 1.061 2.904
H -1.592 0.582 -3.353
H -2.749 -2.685 -0.615
H -1.101 -1.049 7.033
H -0.007 2.155 4.920
H 1.389 -0.698 1.754
H -1.926 -0.574 0.885
H -1.225 1.440 -0.819
H 1.677 1.968 1.726
H 1.733 -1.333 6.062
H 1.224 0.563 8.233
H -0.270 2.460 7.381
H -0.338 -1.170 2.300
H 1.514 2.055 5.815
H -0.441 0.456 8.821
H -2.574 -2.012 -3.231
```



A cluster of 2 separate species, C3BrN in total in a non-equilibrium geometry, computed with ωB97M-V with the def2-TZVPD basis set.

Results
Charge: 0
Kohn-Sham gap (alpha / beta) in eV: 5.4 / 5.4
Strongest force on any atom in eV/A: 2.058
DFT total energy in eV: -74632.0737

Geometry as XYZ:
```
5
C3BrN | OMol25 | ωB97M-V with the def2-TZVPD basis set
Br 1.876 0.162 -0.300
N -0.822 1.610 0.272
C -1.214 0.505 0.041
C -1.405 -0.783 -0.326
C 1.565 -1.493 0.313
```



A cluster of 2 separate species, C2H3NO2 in total in a non-equilibrium geometry, computed with ωB97M-V with the def2-TZVPD basis set.

Results
SMILES: N=C=O.C=O
Charge: 0
Kohn-Sham gap in eV: 10.8
Strongest force on any atom in eV/A: 3.549
DFT total energy in eV: -7706.5115

Geometry as XYZ:
```
8
C2H3NO2 | OMol25 | ωB97M-V with the def2-TZVPD basis set
O -0.015 1.245 -1.454
O -0.516 -1.341 0.276
N 1.877 0.412 -0.341
C 0.976 0.925 -0.934
C -1.468 -0.804 0.753
H -2.240 -0.420 0.018
H 2.890 0.722 -0.196
H -1.504 -0.739 1.878
```



A cluster of 10 separate species, C54H99F6N18P in total in a non-equilibrium geometry, computed with ωB97M-V with the def2-TZVPD basis set.

Results
Charge: +8
Kohn-Sham gap in eV: 9.8
Strongest force on any atom in eV/A: 2.709
DFT total energy in eV: -109933.7007

Geometry as XYZ:
```
178
C54H99F6N18P | OMol25 | ωB97M-V with the def2-TZVPD basis set
P 14.800 -9.086 6.593
F 13.526 -8.287 6.032
F 13.994 -10.488 6.701
F 14.324 -8.699 8.130
F 15.805 -7.820 6.460
F 16.055 -9.907 7.268
F 15.244 -9.462 5.062
N 16.727 -9.203 1.444
N 9.556 -5.539 1.432
N 16.085 -4.620 8.317
N 8.157 -8.692 4.587
N 11.551 -6.713 9.639
N 22.161 -6.720 5.944
N 19.355 -11.620 10.984
N 10.534 -12.827 8.220
N 8.483 -12.235 8.561
N 17.888 -10.068 10.425
N 20.135 -7.072 5.200
N 6.558 -7.363 3.889
N 13.176 -6.464 11.086
N 18.651 -14.685 3.806
N 18.625 -12.743 4.782
N 17.819 -7.363 1.005
N 11.070 -5.833 2.990
N 17.942 -3.898 9.265
C 7.897 -9.036 3.256
C 7.350 -7.682 4.925
C 12.115 -6.477 3.780
C 6.272 -13.233 8.745
C 10.238 -6.433 2.105
C 23.539 -6.864 8.004
C 19.012 -7.551 4.367
C 21.549 -5.492 5.943
C 15.881 -8.183 1.802
C 18.221 -2.537 11.391
C 18.958 -6.147 -0.818
C 19.954 -13.055 4.518
C 9.868 -4.284 1.926
C 21.322 -7.645 5.493
C 10.561 -8.835 8.704
C 9.154 -9.290 5.524
C 18.151 -15.951 3.311
C 13.480 -5.957 3.313
C 18.925 -6.391 0.698
C 10.430 -12.543 9.555
C 18.267 -7.972 9.124
C 10.163 -10.253 4.837
C 16.305 -10.613 1.426
C 17.859 -8.716 0.949
C 18.891 -3.434 10.302
C 11.744 -13.240 7.524
C 20.602 -12.326 11.213
C 11.377 -5.501 10.244
C 14.439 -6.678 11.822
C 9.339 -12.674 7.620
C 6.962 -8.144 2.841
C 7.063 -11.971 8.383
C 18.205 -11.594 5.554
C 12.380 -5.343 11.158
C 17.958 -16.968 4.448
C 10.772 -4.487 2.952
C 23.534 -6.945 6.477
C 18.195 -4.087 7.945
C 17.185 -11.218 10.767
C 16.640 -4.323 9.510
C 5.560 -6.300 3.838
C 16.589 -7.047 1.551
C 9.141 -12.134 9.756
C 17.837 -13.696 4.255
C 17.038 -4.462 7.346
C 20.310 -5.728 5.378
C 14.782 -5.238 8.052
C 10.670 -7.315 8.663
C 8.569 -5.751 0.363
C 12.550 -7.344 10.300
C 19.202 -10.364 10.533
C 18.085 -12.109 11.208
C 17.308 -8.821 9.925
C 19.928 -14.347 4.120
H 22.908 -7.600 8.513
H 18.605 -6.821 3.676
H 18.712 -8.498 8.275
H 18.425 -2.895 12.394
H 13.847 -5.026 3.742
H 17.030 -16.760 4.971
H 5.195 -13.053 8.777
H 11.981 -7.554 3.688
H 11.984 -6.217 4.832
H 5.721 -5.681 4.718
H 9.715 -8.478 5.980
H 18.476 -11.696 6.608
H 10.177 -9.989 3.776
H 14.428 -6.276 12.834
H 12.594 -12.782 8.022
H 11.875 -14.323 7.475
H 8.882 -6.537 -0.326
H 17.046 -11.272 0.987
H 11.115 -7.120 7.679
H 18.023 -5.806 -1.261
H 14.069 -5.056 8.854
H 14.709 -6.233 7.607
H 16.762 -13.745 4.232
H 18.708 -10.686 5.228
H 24.518 -7.076 8.436
H 8.710 -9.867 6.333
H 16.027 -10.834 2.458
H 21.419 -11.652 11.465
H 9.707 -6.810 8.706
H 17.169 -15.762 2.878
H 19.334 -6.944 -1.460
H 18.704 -1.566 11.254
H 17.187 -2.242 11.213
H 17.952 -13.050 11.719
H 19.814 -3.032 9.894
H 10.598 -4.836 9.907
H 18.640 -9.313 0.503
H 11.280 -12.713 10.193
H 5.713 -5.712 2.937
H 10.224 -7.503 1.976
H 15.166 -6.065 11.298
H 22.117 -4.615 6.209
H 6.288 -13.858 7.845
H 20.754 -15.025 3.965
H 8.333 -4.821 -0.141
H 14.248 -6.691 3.572
H 17.773 -7.173 8.559
H 11.342 -9.447 8.249
H 9.742 -11.256 4.861
H 7.200 -7.389 5.953
H 16.190 -4.321 10.486
H 14.364 -4.541 7.317
H 17.101 -8.205 10.806
H 13.460 -5.855 2.226
H 6.722 -11.194 9.066
H 10.294 -9.099 9.729
H 19.620 -4.960 5.070
H 20.783 -12.415 4.762
H 18.884 -17.102 5.013
H 9.731 -9.202 8.099
H 18.829 -16.294 2.531
H 6.514 -13.833 9.618
H 14.634 -7.745 11.784
H 16.356 -8.935 9.409
H 16.137 -11.197 11.016
H 6.905 -11.717 7.337
H 12.539 -4.602 11.926
H 19.323 -8.425 3.796
H 9.159 -12.857 6.575
H 8.395 -9.929 2.923
H 24.074 -6.032 6.231
H 11.202 -10.198 5.151
H 19.228 -4.287 10.896
H 4.575 -6.761 3.901
H 16.328 -6.030 1.797
H 7.687 -6.232 0.788
H 23.974 -7.843 6.055
H 19.142 -3.956 7.449
H 17.117 -11.567 5.586
H 19.668 -5.335 -0.995
H 9.576 -3.427 1.339
H 12.927 -8.347 10.187
H 23.233 -5.885 8.373
H 17.953 -18.000 4.086
H 8.759 -11.842 10.721
H 14.877 -8.470 2.060
H 11.767 -12.999 6.462
H 19.856 -6.779 1.103
H 18.628 -5.483 1.219
H 18.248 -7.936 5.045
H 20.509 -12.995 12.068
H 18.981 -7.406 9.723
H 6.330 -8.047 1.970
H 11.365 -3.732 3.440
H 20.012 -9.792 10.111
H 20.889 -12.915 10.343
H 16.975 -5.012 6.421
H 15.360 -10.710 0.890
H 21.618 -8.677 5.410
```



A structure of composition C31H23F5NP2SYb in a non-equilibrium geometry, computed with ωB97M-V with the def2-TZVPD basis set.

Results
Charge: +2
Kohn-Sham gap (alpha / beta) in eV: 7.0 / 5.8
Strongest force on any atom in eV/A: 1.075
2S+1: 2
DFT total energy in eV: -108525.6984

Geometry as XYZ:
```
64
C31H23F5NP2SYb | OMol25 | ωB97M-V with the def2-TZVPD basis set
Yb 0.029 0.179 -0.739
S -0.233 -2.296 -0.050
P 0.682 2.831 -0.151
P 2.647 0.778 -0.213
F -2.216 -0.075 -0.060
F -4.904 -0.251 0.042
F -4.587 -4.940 0.222
F -6.109 -2.706 0.189
F -1.910 -4.775 0.104
N 2.226 2.360 -0.783
C -2.603 2.297 -2.571
C 3.296 3.360 -0.989
C 3.384 0.940 1.409
C 0.835 7.292 0.725
C -2.818 -1.334 0.019
C 0.503 6.875 -0.560
C -1.989 -2.430 0.019
C 5.922 -0.843 -2.052
C -2.626 -3.662 0.095
C -2.068 2.153 -3.846
C 0.685 4.594 0.150
C 2.608 0.561 2.509
C -4.794 -2.614 0.140
C 3.084 0.754 3.796
C 1.002 5.010 1.445
C 5.077 -0.360 -1.061
C 5.541 -0.793 -3.384
C 1.082 6.364 1.727
C 3.844 0.179 -1.412
C -4.190 -1.371 0.068
C 4.334 1.325 3.986
C -4.008 -3.756 0.155
C -1.759 2.490 -1.484
C 3.448 0.189 -2.755
C 4.643 1.514 1.608
C -0.368 2.573 -1.669
C 0.425 5.525 -0.855
C -0.692 2.213 -4.040
C 4.294 -0.286 -3.739
C 5.111 1.704 2.898
C 0.160 2.414 -2.958
H 2.947 4.155 -1.646
H 1.643 0.094 2.357
H 2.491 0.450 4.647
H -0.282 2.121 -5.037
H -2.727 2.008 -4.693
H 0.894 8.350 0.946
H 4.712 1.468 4.990
H 6.087 2.144 3.054
H 3.624 3.801 -0.046
H 1.226 2.518 -3.113
H -3.675 2.265 -2.422
H 2.476 0.584 -3.034
H 5.375 -0.423 -0.022
H 6.211 -1.158 -4.151
H 5.255 1.813 0.765
H 1.325 6.694 2.729
H 0.159 5.207 -1.857
H 4.143 2.870 -1.469
H 6.880 -1.266 -1.778
H 1.183 4.279 2.227
H 3.992 -0.269 -4.778
H -2.179 2.643 -0.494
H 0.299 7.606 -1.332
```



A structure of composition C20H19OOsP in a non-equilibrium geometry, computed with ωB97M-V with the def2-TZVPD basis set.

Results
Charge: +2
Kohn-Sham gap (alpha / beta) in eV: 6.7 / 3.9
Strongest force on any atom in eV/A: 5.318
2S+1: 5
DFT total energy in eV: -34826.9064

Geometry as XYZ:
```
42
C20H19OOsP | OMol25 | ωB97M-V with the def2-TZVPD basis set
Os 0.514 -0.041 0.528
P 0.370 -0.968 2.438
O -0.298 -2.184 -1.329
C 0.271 0.382 -2.670
C 0.527 1.833 1.443
C 0.501 4.564 1.997
C 0.647 -2.685 2.093
C 0.764 -4.308 0.297
C 1.686 -0.787 4.821
C -0.801 -0.857 4.790
C 0.308 2.734 0.408
C 0.262 4.112 0.685
C 0.454 -0.866 4.146
C 1.648 -0.771 6.215
C -0.789 -0.840 6.181
C 1.042 -5.297 1.238
C 0.243 -1.901 -0.263
C 0.765 3.647 3.027
C 0.885 -3.680 3.061
C 0.418 -0.783 6.883
C 0.602 -2.981 0.715
C 0.772 2.270 2.753
C 1.092 -4.996 2.608
H -0.076 -0.638 -2.911
H 0.400 -0.806 7.980
H 1.001 1.527 3.521
H -1.690 -0.816 4.158
H -0.368 1.135 -3.132
H 1.249 -5.779 3.346
H 1.188 -6.327 0.894
H -0.675 0.348 -0.452
H 0.462 5.634 2.217
H 0.865 -3.382 4.107
H 0.182 0.541 -1.537
H -1.739 -0.888 6.706
H 2.597 -0.668 4.228
H 1.324 0.519 -2.936
H 0.055 4.808 -0.138
H 0.188 2.308 -0.597
H 0.954 3.996 4.050
H 2.578 -0.768 6.774
H 0.697 -4.533 -0.754
```